i) The following is a DFT calculation (ωB97M-V/def2-TZVPD) of the ion C6H15N4 with charge +1.

## Properties
SMILES ... C[N+](C)(C)N[C@H]1N=CCN1
Charge ... +1
LUMO ... -0.091 Ha
E_HOMO ... -13.0 eV

Last column: natural (NBO) charge in e.
Element x y z (Å)
N 1.39007 -0.00738 -0.03668  -0.06
N 0.20434 -0.86379 0.12913  -0.46
N -2.08527 -1.15145 0.02735  -0.66
N -1.35728 1.02184 0.60180  -0.44
C -1.04013 -0.44023 0.70938  0.20
C -3.06092 -0.14736 -0.45000  -0.29
C 1.62010 0.51533 1.34500  -0.42
C -2.47301 1.09258 0.02564  0.16
C 2.49664 -0.91373 -0.52212  -0.41
C 1.20028 1.07824 -0.99372  -0.41
H 3.38261 -0.45179 -0.34380  0.22
H -0.03160 -1.09584 -0.78151  0.37
H 2.15242 1.41021 -1.41174  0.24
H 0.63543 0.65333 -1.82709  0.22
H 0.66579 1.83108 -0.53731  0.25
H 1.02315 1.45053 1.47492  0.26
H -2.44628 -2.05805 0.35646  0.42
H -4.00396 -0.29643 -0.00232  0.23
H 2.58106 -1.90104 0.08900  0.26
H 2.38935 -1.11650 -1.65625  0.24
H -1.11245 -0.79296 1.79754  0.19
H 1.16145 -0.30676 1.87479  0.24
H -2.83773 2.01887 -0.03837  0.21
H -3.09108 -0.10421 -1.45316  0.21
H 2.63703 0.57550 1.62305  0.24

ii) The following is a DFT calculation (ωB97M-V/def2-TZVPD) of the ion C6H15N4 with charge +1.

## Properties
SMILES ... CC(C)[C@]1(N)CNNC1=[NH2+]
Charge ... +1
LUMO ... -0.122 Ha
E_HOMO ... -13.3 eV

Last column: natural (NBO) charge in e.
Element x y z (Å)
N 2.41767 -0.59235 -0.29335  -0.35
N 0.12327 1.05361 -1.40674  -0.81
N 2.05882 1.41407 0.81088  -0.78
N 1.78491 -1.62054 -1.05611  -0.42
C -1.21658 0.40589 0.48858  -0.18
C 0.15940 0.05443 -0.34132  0.09
C 1.60371 0.24455 0.26518  0.50
C 0.40240 -1.42985 -0.81479  -0.28
C -1.66251 -0.41668 1.71667  -0.62
C -2.30667 0.35809 -0.52878  -0.67
H 2.13913 -2.63075 -0.82814  0.41
H -0.13373 -1.89004 -1.71730  0.26
H -1.90352 0.50560 -1.57834  0.26
H 3.38328 -0.69386 -0.18354  0.43
H -2.18114 0.43086 2.22137  0.25
H -0.95661 1.46522 0.88455  0.19
H -0.10850 -2.01870 0.10168  0.20
H -2.07833 -1.32215 1.33922  0.22
H -3.17788 1.04078 -0.39276  0.25
H -2.85177 -0.61803 -0.51272  0.22
H 3.04496 1.74375 0.97878  0.43
H -0.14929 1.93580 -0.88703  0.38
H 0.98220 1.13051 -1.93342  0.38
H 1.51136 2.07637 1.32272  0.43
H -0.88459 -0.62659 2.34469  0.21

iii) The following is a DFT calculation (ωB97M-V/def2-TZVPD) of the ion C6H15N4 with charge +1.

## Properties
SMILES ... CN/C(=[NH+]\C)N1CCCN1
Charge ... +1
LUMO ... -0.095 Ha
E_HOMO ... -13.4 eV

Last column: natural (NBO) charge in e.
Element x y z (Å)
N -0.73283 -0.01370 1.48916  -0.58
N -0.22195 -0.03305 -0.77673  -0.25
N 0.58788 0.24212 -1.94811  -0.43
N 1.25154 1.10152 0.70541  -0.60
C -0.84014 -1.57505 -2.40053  -0.44
C 1.30970 2.16017 1.66770  -0.44
C 0.13558 0.35739 0.47753  0.69
C -0.42449 -0.06966 2.95177  -0.41
C -1.26426 -1.07603 -1.05158  -0.26
C 0.56119 -1.09551 -2.55618  -0.24
H -2.28060 -0.55867 -1.10717  0.23
H 1.82597 1.98025 2.67977  0.23
H 1.70005 3.07617 1.07802  0.23
H -1.26644 -0.64338 3.34218  0.24
H -0.99524 -2.60702 -2.54721  0.25
H 0.26119 2.49200 2.07288  0.21
H -0.34099 0.95026 3.29207  0.22
H 0.58233 -0.54719 3.13477  0.22
H 1.34108 -1.65294 -1.95065  0.21
H -1.33490 -1.94305 -0.41415  0.22
H -1.35663 -0.74877 1.13911  0.41
H 0.13487 0.96699 -2.57697  0.38
H 1.96554 1.42481 -0.01442  0.46
H -1.57258 -1.06088 -3.06307  0.22
H 0.97414 -1.12677 -3.62359  0.25

Most stable one: iii), least stable one: i).

i) The following is a DFT calculation (ωB97M-V/def2-TZVPD) of the ion C4H9OS with charge -1.

## Properties
SMILES ... [O-]CCCCS
Charge ... -1
LUMO ... 0.114 Ha
E_HOMO ... -2.3 eV

Last column: natural (NBO) charge in e.
Element x y z (Å)
S 2.44275 1.33496 -0.38598  -0.17
O -3.01331 -1.80935 0.14580  -0.91
C -1.15998 -0.38241 0.74633  -0.45
C 0.56884 1.34744 -0.08877  -0.44
C 0.00821 -0.05358 -0.13196  -0.42
C -1.73011 -1.75169 0.20494  0.03
H 0.18852 2.06715 -0.84246  0.21
H 0.75812 -0.88680 0.03125  0.19
H -0.14072 -0.21543 -1.23789  0.19
H -0.62232 -0.35864 1.77515  0.16
H 2.33745 0.02368 -0.70204  0.13
H -1.91178 0.30758 0.51102  0.20
H 0.55716 1.67613 0.91036  0.20
H -1.16213 -2.41193 0.86671  0.03
H -1.10350 -2.04486 -0.68604  0.04

ii) The following is a DFT calculation (ωB97M-V/def2-TZVPD) of a cluster of 2 separate species, C4H9OS in total.

## Properties
Charge ... -1
LUMO ... 0.143 Ha
E_HOMO ... -2.7 eV

Last column: natural (NBO) charge in e.
Element x y z (Å)
S 0.34723 1.84660 -1.55179  -0.70
O 0.00866 -1.12116 -1.83099  -0.78
C -0.72530 -0.98790 0.47289  -0.16
C 0.82669 2.69651 -0.00974  -0.73
C 0.32069 -1.42130 -0.50431  -0.10
C -1.32713 -1.80693 1.32252  -0.45
H 1.66665 3.36274 -0.19816  0.18
H 1.29688 -0.98345 -0.24659  0.17
H 0.11151 -0.13129 -1.91219  0.49
H -1.04853 0.04244 0.37468  0.22
H -1.07786 -2.86160 1.27903  0.17
H -2.05311 -1.44976 2.04344  0.18
H 0.52009 -2.49712 -0.37234  0.15
H 1.12236 1.99134 0.76709  0.17
H 0.01118 3.32088 0.36646  0.17

iii) The following is a DFT calculation (ωB97M-V/def2-TZVPD) of a cluster of 2 separate species, C4H9OS in total.

## Properties
Charge ... -1
LUMO ... 0.018 Ha
E_HOMO ... -3.0 eV

Last column: natural (NBO) charge in e.
Element x y z (Å)
S 0.12720 -2.69766 2.31483  -0.35
O -0.25031 1.31306 -2.96647  -0.88
C 0.19890 1.78995 -0.58749  -0.43
C -0.24460 2.29757 -2.07736  0.01
C 0.13090 -0.21475 0.88403  -0.46
C -0.19301 0.35258 -0.47724  -0.43
H 0.58228 3.03311 -2.29429  0.08
H 1.19545 -0.13405 1.12153  0.21
H 0.16554 -0.21788 -1.32833  0.26
H -1.15495 2.93929 -2.04723  0.08
H -1.28061 0.26847 -0.59654  0.20
H 1.28487 1.91826 -0.53415  0.18
H -0.13067 -1.30813 1.06043  0.16
H -0.18475 2.53974 0.11457  0.18
H -0.30772 0.34660 1.70709  0.21

Most stable one: ii), least stable one: iii).

i) The following is a DFT calculation (ωB97M-V/def2-TZVPD) of a structure of composition C6H13NOS.

## Properties
LUMO (alpha / beta) ... 0.002 / 0.002 Ha
E_HOMO (alpha / beta) ... -8.5 / -8.5 eV

Last column: natural (NBO) charge in e.
Element x y z (Å)
S 3.44560 0.51742 -0.66908  0.20
O 2.59166 -0.90735 1.16302  -0.40
N 1.45450 -0.40860 1.30599  0.01
C 0.75122 -0.49382 0.12842  -0.05
C -1.40885 -0.88842 1.35482  -0.60
C 1.80036 0.94459 -0.86672  -0.56
C -0.74985 -0.21954 0.09262  -0.08
C -1.22372 1.21903 0.06565  -0.60
C -1.31346 -0.83564 -1.21899  -0.59
H -1.24773 -0.35779 2.32163  0.21
H -0.62784 -0.60669 -1.93712  0.19
H -0.93982 -1.75741 1.46028  0.20
H -2.44283 -0.89964 1.33568  0.21
H -2.29292 -0.43261 -1.32162  0.21
H -2.25720 1.28925 -0.12670  0.21
H -0.95281 1.79207 0.93841  0.21
H -0.70575 1.66724 -0.75520  0.19
H -1.32978 -1.96215 -1.07665  0.21
H 1.03616 -1.22054 -0.57604  0.19
H 3.47348 0.88436 0.56353  0.14
H 1.67326 1.89938 -0.37086  0.23
H 1.26633 0.77685 -1.81107  0.24

ii) The following is a DFT calculation (ωB97M-V/def2-TZVPD) of a structure of composition C6H13NOS.

## Properties
LUMO ... 0.028 Ha
E_HOMO ... -7.6 eV

Last column: natural (NBO) charge in e.
Element x y z (Å)
S 0.10127 -1.82891 -0.82599  0.08
O -1.91537 -1.47576 -0.01058  -0.49
N 1.72752 1.28233 0.63458  -0.83
C -2.35636 -0.37853 0.04836  0.58
C -3.54218 0.53426 -0.53477  -0.56
C 0.85101 -0.98296 0.51026  -0.56
C -2.67538 0.89555 0.74944  -0.53
C 1.71413 0.11709 -0.15257  -0.04
C 3.06358 -0.23857 -0.61219  -0.60
H -4.61525 0.36559 -0.34763  0.22
H 3.68706 -0.58952 0.13210  0.20
H 0.04117 -0.43863 1.07177  0.20
H 0.95136 1.52887 1.09680  0.36
H 2.12402 2.00733 0.11545  0.36
H -3.19213 0.83651 1.65575  0.23
H 3.52888 0.74035 -0.96623  0.19
H 3.15980 -0.96842 -1.31506  0.22
H 1.16195 0.40481 -1.09832  0.14
H -2.09661 1.83738 0.61133  0.23
H 1.43230 -1.81565 0.98117  0.24
H -3.41786 1.24718 -1.36878  0.22
H 0.26709 -3.08031 -0.37488  0.12

Most stable one: i), least stable one: ii).

i) The following is a DFT calculation (ωB97M-V/def2-TZVPD) of a structure of composition C3H7FNO.

## Properties
Charge ... +1
LUMO ... -0.217 Ha
E_HOMO ... -16.5 eV

Last column: natural (NBO) charge in e.
Element x y z (Å)
F -1.70631 1.72466 -0.24825  -0.58
O -2.38148 -1.25853 0.17652  -0.37
N -0.30159 -0.14933 0.11410  -0.30
C -1.59850 -0.63238 0.78291  0.58
C 0.59794 0.41908 0.80282  0.13
C -0.30287 -0.08662 -1.22603  -0.46
H 0.74312 0.37733 -1.47492  0.22
H -1.07040 0.49793 -1.78590  0.29
H 0.40602 0.54923 1.86227  0.23
H 1.45660 0.89704 0.27866  0.24
H -1.40858 -0.67114 1.83378  0.16
H -1.03759 2.45025 -0.77026  0.60
H -0.41950 -1.11991 -1.60918  0.27

ii) The following is a DFT calculation (ωB97M-V/def2-TZVPD) of the ion C3H7FNO with charge +1.

## Properties
Charge ... +1
LUMO ... -0.152 Ha
E_HOMO ... -13.9 eV

Last column: natural (NBO) charge in e.
Element x y z (Å)
F 2.22670 0.69163 -0.55167  -0.29
O 0.96770 -0.96359 0.42617  -0.48
N -1.07473 -0.00323 -0.13058  -0.59
C -0.04250 -1.25121 -0.48448  0.10
C -0.60677 1.22487 0.22965  -0.35
C 1.56054 0.28315 0.50056  0.56
H -1.81462 0.09706 -0.91091  0.45
H 0.20109 -1.25679 -1.54824  0.22
H -0.31631 1.94709 -0.55026  0.25
H -1.66878 -0.48446 0.57573  0.44
H -0.45238 -2.27438 -0.22034  0.24
H 2.09216 0.44082 1.48653  0.22
H -1.07209 1.54904 1.17785  0.24

Most stable one: i), least stable one: ii).

i) The following is a DFT calculation (ωB97M-V/def2-TZVPD) of a cluster of 2 separate species, C2H5BrN3 in total.

## Properties
Charge ... +1
LUMO (alpha / beta) ... -0.237 / -0.211 Ha
E_HOMO (alpha / beta) ... -14.8 / -14.4 eV

Last column: natural (NBO) charge in e.
Element x y z (Å)
Br -1.80228 -1.78875 1.11951  0.26
N 1.63713 -0.38721 0.21409  0.01
N -0.47867 0.58876 0.00659  -0.60
N 0.84181 -1.29500 0.04867  -0.19
C -0.47657 -1.00239 0.04583  0.05
C 0.94167 0.92531 0.08870  -0.18
H 0.94234 1.41356 1.03342  0.23
H 1.47331 1.55155 -0.66377  0.28
H -0.99866 1.08957 0.71306  0.46
H -1.28321 -1.82927 -1.62555  0.20
H -0.79688 0.73388 -0.98056  0.47

ii) The following is a DFT calculation (ωB97M-V/def2-TZVPD) of the ion C2H5BrN3 with charge +1.

## Properties
SMILES ... Br[C@@H]1N=NC[NH2+]1
Charge ... +1
LUMO ... -0.162 Ha
E_HOMO ... -14.9 eV

Last column: natural (NBO) charge in e.
Element x y z (Å)
Br -3.04936 -0.08550 -0.12965  0.13
N -0.21400 -0.39794 0.18664  -0.56
N -0.35985 1.82943 -0.38523  -0.08
N -1.16137 1.79249 0.49550  -0.03
C 0.29379 0.67247 -0.73295  -0.16
C -1.41567 0.27946 0.85775  -0.11
H 0.26351 0.34464 -1.85526  0.29
H 1.37779 0.95704 -0.55926  0.28
H -1.75469 0.13352 1.94434  0.31
H -0.53578 -1.16915 -0.37817  0.47
H 0.34104 -0.68819 0.96526  0.46

Most stable one: ii), least stable one: i).